Below is C18H18N4O6ReS4Se as an isolated structure, with properties calculated with ωB97M-V with the def2-TZVPD basis set.

Properties
Gap between HOMO and LUMO (spin up / spin down), eV: 6.22 / 5.82
HOMO level (spin up / spin down), eV: -8.78 / -8.77
Spin multiplicity: 2
E_tot, eV: -148020.0639
Lowest unoccupied orbital energy (spin up / spin down), eV: -2.56 / -2.96

CARTESIAN COORDINATES (ANGSTROEM)
Re1 2.44339 0.22807 -0.78560
N1 -2.87884 1.59549 0.13738
C1 -1.98016 1.99443 1.04178
S1 -0.79879 3.15314 0.64650
N2 -2.04664 1.43998 2.25969
C2 -3.09300 0.54143 2.67315
C3 -4.28491 1.06345 3.16238
C4 -5.30178 0.19686 3.53170
C5 -5.12832 -1.17645 3.40327
C6 -3.93733 -1.69159 2.91334
C7 -2.91231 -0.82767 2.55118
H1 -2.87141 2.03826 -0.76384
H2 -3.61331 0.94605 0.37532
H3 -1.41893 1.82771 2.94568
H4 -4.40584 2.13632 3.24788
H5 -6.23165 0.59470 3.91620
H6 -5.92879 -1.84754 3.68563
H7 -3.77716 -2.75503 2.79396
H8 -1.98116 -1.23022 2.17672
N3 1.65450 1.12784 0.94111
C8 0.93288 -0.11042 0.95393
C9 1.23974 -1.16028 1.83807
C10 0.60025 -2.35978 1.66999
C11 -0.32041 -2.54445 0.61937
C12 -0.57155 -1.53504 -0.27898
C13 0.03224 -0.28307 -0.10936
S2 -1.29880 -4.05809 0.60314
O1 -2.02309 -3.89064 1.85644
O2 -0.31089 -5.11034 0.60645
O3 -2.10761 -3.93311 -0.59041
H9 2.28448 1.23958 1.73020
H10 1.00938 1.94277 0.83880
H11 1.97992 -1.01498 2.61443
H12 0.78550 -3.18745 2.34239
H13 -1.29918 -1.71010 -1.06072
H14 -0.32044 0.57578 -0.66469
Se1 1.51996 1.87901 -2.19366
C14 2.70674 2.05709 -3.69920
C15 2.55899 1.23466 -4.80427
C16 3.43280 1.41232 -5.86752
N4 4.39931 2.32639 -5.88593
C17 4.51866 3.11134 -4.82057
C18 3.69914 3.02383 -3.70220
H15 1.79629 0.46890 -4.84301
H16 3.35250 0.78202 -6.74583
H17 5.31015 3.85154 -4.85492
H18 3.84400 3.68994 -2.86194
O4 5.22389 -2.43579 -0.49024
S3 4.27312 -1.40194 -0.62507
O5 2.82953 -1.79505 -1.01261
O6 3.95910 -0.54086 0.58330
S4 4.45586 0.12100 -1.99881


Below is the molecule C5H7NO in a non-equilibrium geometry, with properties calculated with ωB97M-V with the def2-TZVPD basis set.

Properties
Gap between HOMO and LUMO, eV: 10.25
HOMO level, eV: -9.34
E_tot, eV: -8834.6435
Lowest unoccupied orbital energy, eV: 0.91
SMILES: CC1=CCNC1=O

CARTESIAN COORDINATES (ANGSTROEM)
C1 -1.04284 -1.91804 -0.03375
C2 -0.36215 -0.57462 -0.04944
C3 -0.79601 0.62567 0.03908
C4 0.24103 1.70011 0.03056
N1 1.48469 0.97673 0.00738
C5 1.39171 -0.34656 -0.05731
O1 2.17576 -1.25560 0.06110
H1 -0.31558 -2.45770 0.54853
H2 -1.41602 -2.18637 -1.06480
H3 -2.03146 -1.89864 0.68490
H4 -1.83384 1.08809 -0.01120
H5 0.07707 2.26720 -0.83343
H6 0.09981 2.43431 0.87264
H7 2.32783 1.54543 -0.19426


Below is the molecule C2H5N3 in a non-equilibrium geometry, with properties calculated with ωB97M-V with the def2-TZVPD basis set.

Properties
Gap between HOMO and LUMO, eV: 8.54
HOMO level, eV: -8.56
E_tot, eV: -6620.9872
Lowest unoccupied orbital energy, eV: -0.03
SMILES: [H]/N=C/NN=C

CARTESIAN COORDINATES (ANGSTROEM)
H1 2.77104 -1.32838 -0.06359
N1 2.07189 -0.85298 -0.59176
C1 1.07617 -0.74901 0.29404
N2 -0.07524 -0.08554 0.20194
N3 -0.25645 1.02415 -0.42906
C2 -1.68226 1.09629 -0.62127
H2 1.24113 -1.21006 1.41839
H3 -1.04995 -0.57433 0.67338
H4 -2.25265 0.60351 0.20280
H5 -1.84367 2.07635 -1.08487


Below is ClH3O2SSi as an isolated structure in a non-equilibrium geometry, with properties calculated with ωB97M-V with the def2-TZVPD basis set.

Properties
Gap between HOMO and LUMO (spin up / spin down), eV: 8.85 / 8.85
HOMO level (spin up / spin down), eV: -10.51 / -10.51
E_tot, eV: -35377.0737
Lowest unoccupied orbital energy (spin up / spin down), eV: -1.67 / -1.67

CARTESIAN COORDINATES (ANGSTROEM)
O1 -1.19892 -2.57081 0.97927
O2 -0.38307 0.20672 0.77131
Si1 0.14955 1.37416 -0.17215
S1 0.03538 -1.89298 0.86960
Cl1 0.61079 -2.21217 -1.05996
H1 0.76128 0.82221 -1.51044
H2 -0.96372 2.11238 -0.52687
H3 0.98872 2.16049 0.64924


Below is C20H22BFN2O6W as an isolated structure in a non-equilibrium geometry, with properties calculated with ωB97M-V with the def2-TZVPD basis set.

Properties
Charge: -2
Gap between HOMO and LUMO, eV: 4.59
HOMO level, eV: 0.17
E_tot, eV: -41579.8683
Lowest unoccupied orbital energy, eV: 4.76

CARTESIAN COORDINATES (ANGSTROEM)
W1 -0.02373 -0.01184 -0.00375
O1 -3.54743 0.65150 -2.56543
C1 -3.11143 1.89654 -2.91814
C2 -3.91600 2.60800 -3.80688
C3 -3.54298 3.87692 -4.22612
C4 -2.36422 4.43790 -3.75207
C5 -1.56753 3.72340 -2.86299
C6 -1.91534 2.44095 -2.42516
C7 -0.98379 1.70232 -1.47639
O2 -1.31511 0.46754 -1.34970
N1 -0.01543 2.39680 -0.96544
N2 0.90733 1.62612 -0.22684
C8 0.93522 1.91335 1.07826
C9 1.84708 1.20345 2.03222
C10 2.70959 1.97088 2.81730
C11 3.61623 1.36002 3.67977
C12 3.64116 -0.02879 3.76038
C13 2.76354 -0.79104 2.99845
C14 1.82975 -0.22155 2.11323
O3 0.99253 -0.94614 1.41979
H1 -2.81858 0.29455 -1.99999
H2 -4.82764 2.14819 -4.16700
H3 -4.16775 4.42289 -4.92498
H4 -2.05390 5.42568 -4.07480
H5 -0.64354 4.15617 -2.50586
H6 0.32545 2.71710 1.48831
H7 2.69188 3.04972 2.71483
H8 4.30620 1.95828 4.26727
H9 4.34502 -0.53168 4.41531
H10 2.79172 -1.87476 3.07763
C15 1.67130 -4.86799 0.88271
C16 0.36544 -4.35431 0.24922
C17 -0.72528 -5.38881 0.52188
O4 0.03086 -3.12016 0.85812
B1 0.65398 -2.13109 0.01149
O5 1.14338 -2.71241 -1.21801
C18 0.52992 -3.99490 -1.24387
C19 1.39672 -4.98637 -2.02391
C20 -0.81355 -3.85770 -1.97370
H11 1.53015 -4.98722 1.95952
H12 2.49057 -4.16122 0.72514
H13 1.96462 -5.84189 0.47312
H14 -0.80246 -5.57182 1.59743
H15 -0.49900 -6.33715 0.02161
H16 -1.70035 -5.03089 0.18823
H17 2.40643 -5.04259 -1.61133
H18 1.49371 -4.65705 -3.06215
H19 0.94975 -5.98665 -2.01573
H20 -1.46826 -3.14992 -1.45480
H21 -1.32596 -4.82324 -2.05554
H22 -0.64175 -3.48301 -2.98602
O6 -1.43793 -1.04207 0.06671
F1 2.02057 -0.05910 -0.15334


Below is C13H10Cl2N3O4Pt as an isolated structure, with properties calculated with ωB97M-V with the def2-TZVPD basis set.

Properties
Charge: -1
Gap between HOMO and LUMO, eV: 7.38
HOMO level, eV: -4.88
E_tot, eV: -54599.3875
Lowest unoccupied orbital energy, eV: 2.50

CARTESIAN COORDINATES (ANGSTROEM)
Pt1 1.54730 0.14444 0.93931
N1 0.70930 -1.55231 1.70885
C1 1.52324 -2.70999 1.24463
C2 2.88385 -2.32287 0.63168
O1 3.67270 -3.21560 0.31421
N2 3.03485 -1.01317 0.49295
C3 4.14214 -0.36505 -0.17040
C4 3.82776 1.12883 -0.38099
O2 4.65636 1.83025 -0.93370
O3 2.67578 1.56643 0.05300
H1 0.66324 -1.50380 2.71939
H2 -0.24477 -1.53037 1.33686
H3 0.97025 -3.24479 0.47200
H4 1.70583 -3.41066 2.05947
H5 4.34556 -0.81427 -1.14555
H6 5.06533 -0.43358 0.41098
Cl1 -0.35125 4.18328 1.13813
C5 -1.28557 2.96239 0.33907
C6 -2.26706 3.37465 -0.56932
C7 -3.02968 2.45793 -1.22661
Cl2 -4.24029 3.00867 -2.36283
C8 -2.85525 1.07479 -0.99279
C9 -3.62325 0.07589 -1.62983
C10 -3.41054 -1.23639 -1.32928
C11 -2.42561 -1.55050 -0.37621
N3 -1.68676 -0.65645 0.22814
C12 -1.86263 0.66027 -0.06438
C13 -1.01510 1.62485 0.62292
O4 -0.11881 1.28055 1.48184
H7 -2.40636 4.43161 -0.74959
H8 -4.37397 0.36966 -2.35059
H9 -3.98005 -2.02560 -1.80135
H10 -2.24655 -2.58911 -0.11001


Below is C26H36ClIO2OsP3 as an isolated structure in a non-equilibrium geometry, with properties calculated with ωB97M-V with the def2-TZVPD basis set.

Properties
Charge: +3
Gap between HOMO and LUMO (spin up / spin down), eV: 5.99 / 2.13
HOMO level (spin up / spin down), eV: -15.63 / -15.61
Spin multiplicity: 5
E_tot, eV: -82570.7185
Lowest unoccupied orbital energy (spin up / spin down), eV: -9.64 / -13.49

CARTESIAN COORDINATES (ANGSTROEM)
C1 7.11634 4.90030 -3.00082
C2 6.13962 3.74489 -3.11717
H1 7.82147 4.88198 -3.85023
H2 7.69528 4.82701 -2.07021
H3 6.58397 5.86109 -3.01459
O1 6.11594 2.91858 -4.00030
I1 4.65907 3.59293 -1.52921
Os1 1.28478 0.96887 -0.43835
P1 -0.10792 2.35913 -1.47337
C3 -1.26269 1.61009 -2.67157
C4 -1.24708 3.31065 -0.39815
H4 -1.80060 4.04229 -0.99810
H5 0.09679 4.30342 -2.90043
H6 -0.66401 3.82510 0.37247
H7 1.51622 4.11036 -1.80666
H8 -1.95563 0.93993 -2.14370
H9 -1.95532 2.61975 0.07638
C5 0.80057 3.59011 -2.45415
H10 -1.83404 2.40267 -3.17266
H11 1.34897 3.06692 -3.24593
H12 -0.67911 1.04871 -3.41113
P2 2.64830 -0.22536 0.85937
C6 2.60059 -2.03438 0.63011
C7 4.38507 0.22836 0.57370
H13 2.42013 0.98017 2.94754
H14 3.20543 -0.61351 3.19636
H15 1.43540 -0.51315 2.94213
C8 2.40549 -0.07886 2.67107
H16 4.50136 1.30998 0.71270
H17 5.03105 -0.31832 1.27179
H18 3.36347 -2.50424 1.26490
H19 2.80607 -2.26033 -0.42333
H20 4.64934 -0.03103 -0.45764
H21 1.60841 -2.41056 0.91647
Cl1 1.65598 2.74170 1.10214
O2 -0.19028 -0.46780 -0.34093
P3 -1.39318 -1.13844 0.34516
C9 -0.94193 -1.64946 2.01163
C10 -0.51403 -2.98232 2.20870
C11 -0.21245 -3.45686 3.48366
C12 -0.35488 -2.61469 4.58963
C13 -0.76403 -1.28674 4.40307
C14 -1.01107 -0.78972 3.12006
C15 -2.87649 -0.12059 0.19640
C16 -3.27816 0.81021 1.16752
C17 -4.49075 1.49140 1.02188
C18 -5.31153 1.27255 -0.09389
C19 -4.91395 0.35738 -1.07298
C20 -3.71260 -0.33309 -0.92504
C21 -1.94111 -2.69780 -0.40806
C22 -3.04013 -3.38744 0.15163
C23 -3.49538 -4.57473 -0.42808
C24 -2.85532 -5.08470 -1.56255
C25 -1.76317 -4.40541 -2.11412
C26 -1.30357 -3.21241 -1.54148
H22 -0.46183 -3.66693 1.35927
H23 0.13276 -4.48559 3.59930
H24 -0.12853 -2.98759 5.59114
H25 -0.86868 -0.61928 5.26291
H26 -1.24737 0.26526 2.97478
H27 -2.64892 0.98883 2.03748
H28 -4.78626 2.22077 1.78080
H29 -6.24511 1.82733 -0.21356
H30 -5.52223 0.18520 -1.96248
H31 -3.43585 -1.07822 -1.67419
H32 -3.54313 -2.99444 1.03857
H33 -4.34743 -5.09588 0.01097
H34 -3.20881 -6.01038 -2.00936
H35 -1.25632 -4.79773 -2.99753
H36 -0.45697 -2.67595 -1.96971


Below is C2H3AgLiO3 as an isolated structure in a non-equilibrium geometry, with properties calculated with ωB97M-V with the def2-TZVPD basis set.

Properties
Gap between HOMO and LUMO (spin up / spin down), eV: 8.47 / 7.63
HOMO level (spin up / spin down), eV: -8.56 / -8.51
Spin multiplicity: 2
E_tot, eV: -12466.1885
Lowest unoccupied orbital energy (spin up / spin down), eV: -0.09 / -0.87

CARTESIAN COORDINATES (ANGSTROEM)
O1 -0.20262 0.03040 -1.74755
C1 0.84760 -0.09212 -1.13460
C2 0.92356 -0.35497 0.33953
O2 0.28871 0.72404 0.89068
O3 -2.71076 0.06985 1.00636
Li1 -1.19179 0.78583 1.87775
Ag1 -2.21487 0.34956 -0.76957
H1 1.78371 0.27974 -1.60029
H2 2.00056 -0.43515 0.60680
H3 0.47590 -1.35718 0.53089